Entry 1:
Density functional theory data (wB97M-V/def2-TZVPD) for C3H4FN in the gas phase in a non-equilibrium geometry.

```
9
Properties=species:S:1:pos:R:3:forces:R:3:mulliken_charge:R:1
C 0.936 -1.462 0.308 -2.7 2.4 0.1 -0.286
N 0.525 -0.491 -0.406 0.3 -0.7 0.8 -0.410
C -0.387 0.438 0.118 1.0 -0.2 -1.8 0.465
C -0.717 1.437 -0.698 -0.7 -0.8 3.6 -0.672
F -0.768 0.321 1.400 0.0 0.2 -0.2 -0.245
H 1.603 -2.131 -0.002 3.0 -2.3 -2.1 0.312
H 0.541 -1.784 1.223 -0.9 0.3 1.8 0.219
H -1.239 2.225 -0.256 -1.1 1.2 0.3 0.283
H -0.492 1.448 -1.687 1.0 -0.1 -2.5 0.335
```
Forces are in eV/Å.

## Properties
* energy relative to the best compared isomer or geometry (same formula, charge and spin): 24.9 kcal per mole

=====

Entry 2:
Density functional theory data (wB97M-V/def2-TZVPD) for C3H4FN3 in the gas phase in a non-equilibrium geometry.

```
11
Properties=species:S:1:pos:R:3:forces:R:3:mulliken_charge:R:1
C 0.541 -1.062 -0.352 1.2 0.3 0.1 -0.561
C 1.055 -0.008 0.350 0.0 -0.4 -0.2 -0.181
C 0.651 1.323 0.072 -0.2 -0.5 0.3 -0.068
N -0.617 1.613 -0.126 2.0 1.9 -1.0 -0.356
N -1.524 0.750 0.033 -3.0 -2.5 1.2 -0.095
N -1.524 -0.424 -0.360 0.0 0.7 -0.5 0.165
F -2.545 -1.141 0.305 0.0 0.5 0.0 -0.217
H 0.282 -0.978 -1.395 0.0 0.1 0.1 0.293
H 0.723 -2.068 -0.004 -0.1 -0.2 0.1 0.294
H 1.668 -0.181 1.226 0.1 -0.1 0.0 0.320
H 1.291 2.175 0.251 0.0 0.1 -0.2 0.406
```
Forces are in eV/Å.

## Properties
* energy relative to the best compared isomer or geometry (same formula, charge and spin): 130.7 kcal per mole

=====

Entry 3:
Density functional theory data (wB97M-V/def2-TZVPD) for C3H4FN3S in the gas phase in a non-equilibrium geometry.

```
12
Properties=species:S:1:pos:R:3:forces:R:3:mulliken_charge:R:1
F -2.523 -0.117 -0.284 1.4 -0.5 2.3 -0.262
C -1.637 -0.550 0.809 -1.9 -3.6 -0.1 -0.292
C -0.354 0.168 0.809 4.2 -0.8 2.8 0.345
C 0.654 0.379 1.876 -1.6 -0.6 1.1 -0.289
N 1.884 0.669 1.386 -1.1 -1.4 -2.3 -0.305
N 1.877 0.470 0.089 -2.8 -0.1 1.1 -0.220
N 0.504 0.053 -0.229 2.3 1.8 -1.5 0.211
S 0.209 -0.201 -1.916 0.3 -2.2 0.9 -0.128
H -1.322 -1.688 0.539 -1.0 2.5 0.3 0.187
H -2.243 -0.741 1.847 1.5 1.4 -2.6 0.290
H 0.710 0.023 2.973 -1.1 1.3 -1.8 0.298
H 0.394 -1.649 -1.840 -0.3 2.3 -0.2 0.166
```
Forces are in eV/Å.

## Properties
* energy relative to the best compared isomer or geometry (same formula, charge and spin): 86.6 kcal per mole

=====

Entry 4:
Density functional theory data (wB97M-V/def2-TZVPD) for C3H4FNO2S in the gas phase in a non-equilibrium geometry.

```
12
Properties=species:S:1:pos:R:3:forces:R:3:mulliken_charge:R:1
C -0.179 -0.003 1.100 2.5 1.8 -1.2 -0.997
C -0.316 0.719 -0.286 5.6 -2.6 -0.5 0.003
C -1.441 1.459 -0.523 -1.3 -0.3 -0.3 0.132
N -2.391 2.071 -0.497 -1.9 1.3 -0.2 -0.360
S 1.076 2.102 -0.349 0.1 0.8 -1.8 1.186
O 1.875 1.960 0.836 -0.3 0.6 -1.1 -0.577
O 0.567 3.338 -0.909 0.4 -1.5 1.7 -0.531
F 1.988 1.624 -1.623 -0.6 -0.4 1.5 -0.253
H -0.866 0.527 1.724 -0.2 -0.3 1.0 0.332
H -0.264 -1.070 1.033 -0.6 -0.3 -0.1 0.357
H 0.941 0.230 1.335 -2.3 -0.6 0.3 0.317
H 0.128 -0.018 -1.077 -1.4 1.6 0.9 0.391
```
Forces are in eV/Å.

## Properties
* energy relative to the best compared isomer or geometry (same formula, charge and spin): 31.2 kcal per mole

=====

Entry 5:
Density functional theory data (wB97M-V/def2-TZVPD) for C3H4FNS in the gas phase in a non-equilibrium geometry.

```
10
Properties=species:S:1:pos:R:3:forces:R:3:mulliken_charge:R:1
F 1.719 1.512 1.655 0.1 0.5 0.3 -0.250
C 0.482 1.788 1.197 0.1 1.4 0.7 -0.025
C -0.098 0.934 0.424 -1.7 -3.8 -1.7 -0.348
N 0.502 -0.358 0.120 0.7 2.8 1.5 -0.140
C 0.061 -1.303 -0.684 -0.8 -0.9 -0.9 -0.001
S -1.416 -1.295 -1.420 0.5 -0.2 0.0 -0.364
H -0.015 2.720 1.492 0.8 -0.4 0.1 0.322
H -1.138 0.953 0.088 0.5 0.6 0.0 0.264
H 1.378 -0.428 0.607 0.4 -0.6 -0.3 0.252
H 0.777 -2.140 -0.826 -0.5 0.5 0.2 0.290
```
Forces are in eV/Å.

## Properties
* energy relative to the best compared isomer or geometry (same formula, charge and spin): 11.7 kcal per mole

=====

Entry 6:
Density functional theory data (wB97M-V/def2-TZVPD) for a gas-phase ion, C3H4FO2 (charge -1) in a non-equilibrium geometry.

```
10
Properties=species:S:1:pos:R:3:forces:R:3:mulliken_charge:R:1
C 0.118 -0.071 0.321 -1.9 0.5 0.9 -0.982
C -1.014 0.574 -0.469 -0.9 -1.2 -0.9 0.252
F -1.105 1.991 -0.317 0.1 -1.1 0.3 -0.344
C -2.321 -0.303 -0.071 0.3 1.5 0.9 0.464
O -3.026 0.229 0.802 -0.3 0.2 0.0 -0.703
O -2.395 -1.445 -0.551 0.4 -0.1 -0.6 -0.707
H 1.066 0.198 -0.162 0.1 -0.5 0.6 0.293
H -0.051 0.384 1.359 0.9 -0.9 -1.1 0.225
H -0.253 -1.162 0.288 1.5 1.4 0.2 0.277
H -0.823 0.401 -1.531 -0.1 0.2 -0.1 0.225
```
Forces are in eV/Å.

## Properties
* charge: -1
* energy relative to the best compared isomer or geometry (same formula, charge and spin): 0.2 kcal per mole

=====

Entry 7:
Density functional theory data (wB97M-V/def2-TZVPD) for 2 unconnected molecules or ions with the total composition C3H4FO2S in a non-equilibrium geometry.

```
11
Properties=species:S:1:pos:R:3:forces:R:3:mulliken_charge:R:1
C 1.981 0.187 -0.609 2.5 -0.1 -3.0 -0.621
C 0.832 -0.333 -0.175 2.5 -1.9 0.6 -0.098
C -0.341 0.313 0.086 -4.7 3.8 4.4 -0.096
O -3.175 0.456 0.491 0.6 0.0 0.3 -0.555
O -2.005 -1.735 0.356 -0.1 -0.4 0.3 -0.586
F -0.365 1.701 -0.077 0.4 -0.9 -0.9 -0.282
S -2.235 -0.410 -0.240 0.7 0.2 -0.8 0.442
H 2.962 -0.457 -0.826 -2.4 1.2 0.8 0.212
H 2.009 1.164 -1.213 -0.2 -1.2 1.5 0.214
H 0.727 -1.348 0.232 0.5 0.1 -0.4 0.288
H -0.390 0.462 1.976 0.1 -0.8 -3.0 0.082
```
Forces are in eV/Å.

## Properties
* charge: -1
* energy relative to the best compared isomer or geometry (same formula, charge and spin): 112.5 kcal per mole

=====

Entry 8:
Density functional theory data (wB97M-V/def2-TZVPD) for a molecular structure, C3H4FO3 in a non-equilibrium geometry.

```
11
Properties=species:S:1:pos:R:3:forces:R:3:mulliken_charge:R:1
H 2.231 -0.726 -0.196 -0.6 0.4 0.7 0.400
O -0.961 0.656 0.862 -0.1 0.8 1.6 -0.351
C -1.666 0.508 -0.289 0.5 -3.0 -1.4 0.605
C 0.236 -0.114 0.887 0.0 0.4 -1.0 -0.406
O -2.878 0.424 -0.250 -0.4 1.2 0.1 -0.653
O -0.894 0.141 -1.275 -1.2 1.5 0.3 -0.568
C 0.772 -0.132 -0.533 3.8 -1.9 1.1 -0.661
H 0.003 -1.138 1.209 0.2 0.1 0.0 0.234
H 0.942 0.370 1.571 -0.3 -0.1 -0.2 0.278
F 1.344 1.075 -0.891 -1.0 -0.4 -0.7 -0.252
H 0.873 -1.064 -1.095 -0.9 1.2 -0.4 0.374
```
Forces are in eV/Å.

## Properties
* charge: -1
* energy relative to the best compared isomer or geometry (same formula, charge and spin): 82.3 kcal per mole

=====

Entry 9:
Density functional theory data (wB97M-V/def2-TZVPD) for 2 unconnected molecules or ions with the total composition C3H4FO4 in a non-equilibrium geometry.

```
12
Properties=species:S:1:pos:R:3:forces:R:3:mulliken_charge:R:1
C 0.847 -0.722 0.138 0.9 -1.0 2.6 0.860
C 0.862 0.489 0.747 0.4 1.5 -1.5 -0.832
C -1.789 0.608 -0.393 -0.5 3.5 3.2 0.508
O 1.213 -0.982 -1.007 -0.3 -0.2 -2.4 -0.783
O 0.586 -1.820 0.971 -1.0 -1.4 -0.6 -0.544
O 1.370 1.481 -0.217 -1.2 -0.8 -0.9 -0.586
O -2.409 1.099 0.565 1.5 -1.9 -3.3 -0.538
F -1.891 -0.643 -0.759 -0.4 -0.7 -0.2 -0.187
H 0.885 0.785 1.798 -0.2 -0.2 -0.7 0.339
H -1.127 1.225 -1.071 -0.6 -0.9 0.6 0.179
H 1.133 1.035 -1.115 1.0 0.8 2.2 0.303
H 0.321 -2.556 0.344 0.6 1.3 0.9 0.282
```
Forces are in eV/Å.

## Properties
* charge: -1
* energy relative to the best compared isomer or geometry (same formula, charge and spin): 43.1 kcal per mole

=====

Entry 10:
Density functional theory data (wB97M-V/def2-TZVPD) for a molecular structure, C3H4FeMgO4 in a non-equilibrium geometry.

```
13
Properties=species:S:1:pos:R:3:forces:R:3:lowdin_spin:R:1
O -0.918 -1.871 0.755 -0.8 1.2 0.1 0.458
C -0.260 -1.555 -0.369 0.9 -1.4 -0.4 0.538
O -0.996 -0.832 -1.316 -2.4 1.6 1.4 0.430
C -1.723 0.319 -0.794 1.7 -0.6 -3.4 0.398
Fe -2.157 -0.483 1.061 0.2 -1.1 0.3 3.910
H 0.209 -2.404 -0.893 0.1 0.5 0.4 0.033
H -2.528 0.510 -1.518 -0.2 -0.2 0.6 0.028
H -1.040 1.190 -0.826 -0.1 -0.1 1.1 0.053
H 0.871 -0.258 0.228 1.6 1.8 0.6 0.037
O 1.467 1.847 0.167 0.2 0.7 -0.3 0.011
C 1.600 0.680 0.629 -1.1 -1.7 0.0 0.074
O 2.440 0.462 1.545 0.4 0.3 0.0 0.010
Mg 3.034 2.395 1.332 -0.6 -0.9 -0.3 0.019
```
Forces are in eV/Å.

## Properties
* charge: +2
* energy relative to the best compared isomer or geometry (same formula, charge and spin): 0.0 kcal per mole
* spin multiplicity: 7

=====

Entry 11:
Density functional theory data (wB97M-V/def2-TZVPD) for a molecular structure, C3H4FeO3 in a non-equilibrium geometry.

```
11
Properties=species:S:1:pos:R:3:forces:R:3:lowdin_spin:R:1
H 4.237 0.100 -0.095 -0.8 -0.3 -0.5 0.133
Fe 2.804 -0.361 -0.820 0.6 -0.1 0.5 3.955
O -0.897 -0.400 -2.330 -0.6 3.0 0.5 0.031
C -0.307 -1.463 -1.865 5.9 3.0 -2.7 0.013
C -0.132 0.908 -1.362 -2.1 -1.0 -2.4 0.072
O 0.616 -2.017 -2.473 -2.7 -1.2 1.0 0.027
O -0.054 -1.227 -0.547 1.6 0.9 4.0 0.298
C 0.563 0.071 -0.394 -1.9 -3.2 0.1 0.403
H 0.427 1.562 -2.040 -0.2 -0.5 -0.2 0.012
H -0.992 1.459 -0.971 -0.1 -0.4 -0.1 0.022
H 0.564 0.377 0.659 0.3 -0.2 -0.2 0.034
```
Forces are in eV/Å.

## Properties
* charge: +1
* energy relative to the best compared isomer or geometry (same formula, charge and spin): 111.9 kcal per mole
* spin multiplicity: 6

=====

Entry 12:
Density functional theory data (wB97M-V/def2-TZVPD) for a molecular structure, C3H4GaO3 in a non-equilibrium geometry.

```
11
Properties=species:S:1:pos:R:3:forces:R:3:lowdin_spin:R:1
O 1.109 -0.748 0.987 -3.4 1.0 0.9 0.152
C 1.274 -0.462 -0.241 -1.1 2.4 -2.4 0.047
C -1.722 -0.058 0.043 0.2 0.6 -0.6 0.003
O 2.302 -0.892 -0.849 -0.8 0.5 -0.9 0.145
O 0.500 0.390 -0.862 -0.9 -0.5 -0.4 0.015
C -0.643 0.937 -0.147 1.2 -0.2 1.0 0.002
Ga 2.706 -1.456 0.843 5.7 -3.5 2.6 0.634
H -2.124 -0.261 1.035 -0.3 0.2 0.0 0.000
H -2.148 -0.564 -0.823 0.2 -0.4 0.0 0.000
H -0.291 1.346 0.807 -0.2 0.0 -0.2 0.001
H -0.962 1.768 -0.793 -0.6 0.0 0.0 0.000
```
Forces are in eV/Å.

## Properties
* charge: +2
* energy relative to the best compared isomer or geometry (same formula, charge and spin): 52.3 kcal per mole
* spin multiplicity: 2

=====

Per-record calculated total energy, Ha: -271.2636 -380.6515 -778.8989 -819.9356 -669.4805 -367.1076 -765.1223 -442.2431 -517.5444 -1880.6446 -1605.6025 -2266.3606